1.
170
Properties=species:S:1:pos:R:3:lowdin_spin:R:1 method="wB97M-V/def2-TZVPD" s2=0.75 e_tot_ha=-5016.3540 orbital_gap_ev="6.74 / 5.60" multiplicity=2 total_charge=+2 homo_ev="-11.9413 / -11.9413"
H -8.21204 1.27674 2.55604 0.00
C -7.21711 -3.67931 -2.21684 0.00
H -0.90640 -2.89405 1.44147 0.00
H 4.13460 0.45132 -10.35054 0.00
H -0.72167 -0.13510 2.15236 0.00
C 4.25507 -3.67283 0.77534 0.00
H 4.28452 6.50534 2.05114 0.00
H 2.96782 -5.68716 1.07183 0.00
C -6.07407 -2.74242 -1.71700 0.00
H 6.65666 1.67012 -0.12956 0.00
O -2.47963 1.82331 -5.60416 0.08
C -2.26997 5.33496 -4.57891 0.00
H -2.32307 3.56890 -6.97623 0.00
C -4.72268 -3.16106 -2.36030 0.00
H -0.91618 -4.56808 1.12450 0.00
H 4.64097 0.97557 4.40668 0.00
H 0.53696 1.83978 5.75617 0.00
H 1.92188 -4.77859 4.36388 0.00
H 6.39516 -2.75279 1.47209 0.00
O -1.14002 0.64580 -0.39921 0.00
C -2.08967 3.19201 -5.98044 0.01
H -0.06443 -6.00698 6.91822 0.00
H 5.47852 -0.60777 -10.39695 0.00
H 1.94515 -6.33195 3.84747 0.00
C -6.74363 1.91811 0.98687 0.00
H -7.65539 0.71951 -0.23993 0.00
H 4.19836 0.56622 -0.65797 0.00
C 4.21031 1.65602 -0.64080 0.00
H -0.48175 4.36354 2.81802 0.00
C -5.40902 2.00563 1.77593 0.00
H -2.92992 2.68958 2.40305 0.00
H -5.45907 2.97899 2.26393 0.00
H 4.74103 1.92474 -1.55417 0.00
H 5.15102 3.27028 0.47981 0.00
H 4.18259 -1.67240 -6.21822 0.00
H -1.95255 -2.84887 -2.78117 0.00
N 1.14017 3.53406 3.73769 0.00
H 1.96802 0.24975 -5.63085 0.00
O -3.82647 -2.24755 -1.86117 0.01
H 3.91350 -1.31942 -10.20475 0.00
O 4.61651 -0.54807 -8.56576 0.00
H -1.80604 -0.11360 -6.03232 0.00
H -4.47685 -4.21521 -2.23211 0.00
H -2.08758 -0.74710 5.76348 0.00
H 3.75706 4.79913 2.57091 0.00
H 0.10941 5.41240 4.96418 0.00
F 0.26985 2.59858 -1.67495 0.00
H -0.24078 -4.36430 6.08475 0.00
H -0.85114 1.12148 -6.75585 0.00
H 3.42595 2.30725 4.49436 0.00
C 3.65239 5.63432 1.87839 0.00
H 3.17414 2.49894 1.90060 0.00
C 4.51824 -0.46479 -9.90147 0.00
H 2.02699 -0.84476 3.17117 0.00
C 0.89233 0.85325 6.05379 0.00
H 1.41524 -2.69598 0.66850 0.00
C 2.88501 -4.05353 0.03764 0.00
H -7.03840 -0.15951 1.03862 0.00
H 5.24812 -1.46090 1.93731 0.00
H 1.30564 6.55108 4.19218 0.00
H -2.54291 -3.92745 -1.47998 0.00
H 3.86290 0.88146 1.96454 0.00
N -2.87365 3.37902 -3.60092 0.07
C 0.25158 -5.97384 4.73369 0.00
H 1.28303 2.71546 3.16360 0.00
H -1.00905 3.29535 -5.88199 0.00
C -1.88095 0.86420 -6.50812 0.01
C -0.02936 0.10359 0.27434 0.00
C 4.46933 2.04804 4.31474 0.00
C -0.07342 0.65101 1.76519 0.00
H -0.86297 -0.51545 -2.15838 0.00
H -1.30249 -0.78561 7.10859 0.00
H -2.86350 0.99655 2.25494 0.00
H 4.01239 5.15679 0.96709 0.00
N 2.20964 -5.07791 0.79966 0.00
H 0.56995 -2.12929 6.53173 0.00
H 2.65270 -1.20356 -8.23936 0.00
C 4.11036 1.94290 1.94963 0.00
H 1.82161 -1.49252 -5.59906 0.00
C 0.45971 5.87987 4.04394 0.00
H -1.52441 -5.86957 3.37254 0.00
N -6.86678 0.58336 0.37622 0.00
F -0.44430 2.08370 -3.62443 0.00
H 2.89080 0.46747 -7.90734 0.00
H 2.36845 -1.97289 -0.55160 0.00
H 5.33196 0.17841 -6.53290 0.00
C -0.35935 -5.44650 6.03110 0.00
H -5.57432 1.25059 2.54450 0.00
H 0.89786 0.70431 7.13355 0.00
C -0.04127 1.54721 -2.43982 0.00
C 4.86815 2.22502 0.60439 0.00
C -1.20937 -3.84308 1.88379 0.00
H 0.95703 0.33753 -0.12615 0.00
O 4.93952 2.49524 3.00649 0.00
C -2.56473 -2.91441 -1.88171 0.00
H 0.21806 -7.06312 4.75423 0.00
F 1.04476 0.84838 -2.64794 0.00
H 3.20692 -4.52348 -0.89167 0.00
H 0.66843 5.44545 0.77205 0.00
C 1.88497 -2.91428 -0.29057 0.00
Zn -3.76065 1.62189 -3.94784 0.50
H 3.12455 1.69530 -0.72848 0.00
C 5.72768 -1.97383 1.10361 0.00
H 1.80990 -4.81475 1.68907 0.00
C 3.68364 -0.70814 -6.31503 0.00
N 1.67311 -5.72637 4.60864 0.00
H -5.97316 -1.26351 -3.15925 0.02
N 4.60165 0.26457 -5.84056 0.00
H 6.21929 -1.18855 0.52935 0.00
Sr -4.67431 -0.09974 -0.82759 0.13
H -0.31642 6.57707 3.72829 0.00
H 5.00966 2.57004 5.10448 0.00
C -2.80754 3.99713 -4.92202 0.01
H -6.07537 -2.90492 -0.63918 0.00
H -8.95666 2.20734 1.31435 0.00
H -3.79957 4.18748 -5.33160 0.00
H 1.19286 -3.29296 -1.04269 0.00
H -1.44436 -5.54781 6.00671 0.00
H 0.09991 -2.47948 4.95615 0.00
H -1.30849 5.19602 -4.08462 0.00
H -7.23429 -4.65670 -1.73466 0.00
H 5.06571 -0.19153 -5.06808 0.00
H 1.27186 -2.45177 3.13952 0.00
H 1.75640 4.23161 1.02051 0.00
H -7.78568 2.97166 2.48177 0.00
H -2.03204 -2.40166 -1.08082 0.00
H -2.22405 2.02563 0.92201 0.00
C 2.49595 -0.66742 -5.36976 0.00
O 4.77497 -2.46699 0.22455 0.00
O 2.35333 6.13695 1.74519 0.00
C -8.02444 2.10217 1.86934 0.00
H -4.72686 -3.06004 -3.44560 0.00
C 0.55010 4.67008 2.98954 0.00
C -0.13451 -0.27608 5.50763 0.00
C -0.47351 -5.58080 3.35436 0.00
H -0.04089 -0.98416 0.20521 0.00
H 2.74360 -0.61821 -4.30941 0.00
H 4.93135 -4.50767 0.59150 0.00
H -0.05540 -6.16628 2.53552 0.00
H -2.07306 5.92206 -5.47594 0.00
C -1.13109 0.50459 -1.88318 0.01
C 1.32042 5.07150 1.56145 0.00
O 2.02971 -1.77350 5.03837 0.00
C 0.61687 -1.70839 5.52737 0.00
O -4.25240 1.85211 0.97609 0.00
H 2.98544 -2.33344 3.28129 0.00
H 2.10165 3.70265 3.99697 0.00
N -1.38782 -0.22589 6.27220 0.00
N -6.31720 -1.33937 -2.21268 0.01
O -0.52394 -4.12035 3.07503 0.00
H 1.90849 0.72573 5.68064 0.00
H -8.16339 -3.22552 -1.92235 0.00
H -0.47159 0.05804 4.52639 0.00
H -2.24144 -3.81193 2.23303 0.00
H -2.54122 0.77394 -7.37069 0.00
H -7.15313 -3.68780 -3.30492 0.00
H -1.92768 3.23882 -3.27602 0.00
H 0.97403 0.58442 2.05933 0.00
H -7.28230 -1.11492 -2.40834 0.00
H 6.56210 1.63397 1.51635 0.00
C -3.01598 1.89692 1.65983 0.00
C 2.05956 -1.84959 3.59230 0.00
H -6.80709 2.73507 0.26808 0.00
H 4.09799 -3.62674 1.85299 0.00
H -0.39469 1.69247 1.78083 0.00
C 3.38339 -0.50227 -7.83637 0.00
H -3.19146 4.05664 -2.92274 0.00
H -2.89516 5.82212 -3.83064 0.00
N 6.07525 1.42030 0.65762 0.00
O -2.46250 0.61217 -2.37777 0.11


2.
16
Properties=species:S:1:pos:R:3:nbo_charge:R:1 method="wB97M-V/def2-TZVPD" e_tot_ha=-363.0434 orbital_gap_ev=10.43 relative_energy_kcal_mol=26.4 homo_ev=-9.9196
H -2.70596 0.42095 -1.28394 0.21
H -1.04056 1.77085 0.06766 0.21
C 2.12164 -1.06121 -1.32202 0.88
H 1.63448 0.76582 0.70520 0.48
H 3.68316 0.11983 -1.08302 0.43
H 0.10654 -0.95173 0.85199 0.15
H -0.80044 0.10516 1.94011 0.17
C -0.87886 0.70433 -0.13265 -0.42
O 0.99992 0.84101 1.43336 -0.73
H -0.23527 0.64577 -1.02324 0.19
N 2.71799 -0.09018 -0.88662 -0.82
H -2.88872 0.11337 0.44540 0.20
C -0.14339 0.10455 1.06235 -0.06
C -2.20619 0.00273 -0.40525 -0.61
O 1.43080 -1.93902 -1.65842 -0.48
H -2.06358 -1.07018 -0.58248 0.20